{
  "formula": "C18H41O2P3Pb",
  "method": "the ωB97M-V functional and the def2-TZVPD basis",
  "total_charge": 4,
  "max_force_ev_per_a": 4.41,
  "de_lowest_kj_mol": 495.22,
  "e_lumo_ev": [-15.41, -14.83],
  "gap_ha": [0.152, 0.173],
  "symbols": ["Pb", "P", "P", "P", "H", "C", "C", "H", "C", "C", "C", "C", "C", "C", "C", "C", "C", "H", "H", "H", "H", "H", "H", "H", "H", "H", "H", "H", "H", "H", "H", "H", "H", "H", "H", "H", "H", "H", "H", "H", "H", "H", "H", "H", "H", "H", "C", "C", "C", "C", "C", "C", "O", "H", "H", "H", "H", "H", "H", "C", "O", "H", "H", "H", "H"],
  "coordinates": [[-0.0662, -0.1223, -0.2833], [0.8109, -3.2669, -1.0440], [2.2707, -0.0266, 1.3775], [-2.8258, 0.6927, 0.5742], [1.8153, 4.4136, 0.9058], [0.7760, 4.6301, 1.1118], [0.1421, 4.2311, 2.1885], [0.6011, 3.6548, 3.0080], [1.8858, -2.8732, -2.3954], [1.5258, -3.8219, 0.5023], [-0.7626, -4.0297, -1.3363], [2.4506, 1.5223, 2.3225], [2.6875, -1.2615, 2.6581], [3.8455, -0.0077, 0.4553], [-2.8388, 2.1861, 1.6530], [-4.0892, -0.4437, 1.2908], [-3.7929, 1.3067, -0.8639], [0.2135, 5.0035, 0.2422], [-0.9066, 4.4962, 2.3788], [1.3021, -2.9838, -3.3264], [2.6898, -3.6318, -2.2704], [2.2777, -1.8569, -2.3018], [1.6662, -4.8858, 0.2302], [0.8153, -3.7002, 1.3589], [2.5035, -3.3333, 0.7209], [-0.3835, -4.9228, -1.8543], [-1.4575, -3.4334, -1.9757], [-1.2176, -4.2422, -0.3462], [3.5119, 1.8019, 2.3536], [2.0961, 1.3570, 3.3487], [1.8796, 2.3477, 1.8728], [3.7767, -1.3502, 2.7473], [2.2678, -2.2360, 2.3924], [2.2623, -0.9549, 3.6208], [4.6691, -0.1323, 1.1713], [3.9536, 0.9503, -0.0711], [3.8702, -0.8272, -0.2753], [-3.6267, 2.8773, 1.3178], [-1.8655, 2.7056, 1.5791], [-3.0041, 1.9019, 2.7055], [-5.0488, -0.3240, 0.7657], [-4.2331, -0.2783, 2.3698], [-3.7300, -1.4753, 1.1241], [-4.8242, 0.9278, -0.7962], [-3.3237, 0.9300, -1.7861], [-3.7942, 2.4081, -0.8716], [0.2461, 0.8291, -3.0145], [0.5540, -0.1165, -4.0097], [0.3892, 0.1911, -5.3334], [-0.4931, 1.2544, -5.6354], [-1.1687, 1.9696, -4.6132], [-0.8610, 1.7074, -3.2987], [0.8024, 1.1230, -1.7527], [0.2650, -2.0183, -0.4005], [1.0537, -1.0879, -3.7876], [0.9783, -0.2255, -6.1086], [-0.6890, 1.5392, -6.6586], [-1.8122, 2.8016, -4.8156], [-1.3076, 2.2876, -2.4830], [-0.7269, -0.3533, 4.0231], [-0.5465, -1.4967, 3.1559], [-1.5313, 0.2898, 3.6356], [0.2145, 0.2152, 4.0438], [-0.9797, -0.6559, 5.0611], [-1.1631, -2.1769, 3.4426]],
  "forces_ev_per_a": [[-0.151, 1.461, 2.252], [-1.529, 2.396, 2.595], [1.702, 0.620, 1.023], [-3.202, 1.623, 0.769], [0.181, 0.112, 0.199], [-0.232, -0.568, -1.807], [-0.813, -0.501, 1.507], [0.015, 0.669, -0.315], [0.012, -0.762, 0.040], [0.478, -0.792, -0.444], [0.223, -0.233, -0.407], [-0.758, 0.464, 0.025], [-0.892, -0.682, 0.058], [-0.389, -0.030, -1.084], [1.092, -0.122, 0.419], [0.813, -1.128, 0.233], [0.869, -0.087, -0.946], [0.371, 0.499, 0.670], [0.410, -0.080, -0.235], [0.586, -0.262, 0.267], [-0.140, 0.481, -0.677], [0.194, -0.232, 0.084], [0.360, 0.020, 0.945], [0.467, -0.187, -0.872], [-0.661, -0.540, -0.340], [-1.088, -0.463, -0.004], [0.706, -0.553, 0.321], [0.255, -0.189, -0.681], [-0.190, -0.196, -0.057], [0.056, 0.144, -0.298], [0.270, -0.229, 0.162], [-0.238, 0.175, -0.100], [0.188, 0.192, 0.420], [0.049, -0.174, -0.256], [-0.302, 0.079, -0.142], [0.035, -0.302, 0.031], [0.258, 0.198, 0.104], [0.123, -0.388, -0.019], [-0.440, -0.044, 0.103], [0.097, 0.080, -0.435], [0.464, 0.081, 0.139], [0.256, -0.038, -0.368], [-0.457, 0.226, 0.272], [0.473, 0.164, -0.045], [-0.496, 0.241, 0.017], [0.089, -0.431, -0.078], [-1.274, 2.246, 2.728], [2.252, -2.042, 0.134], [-0.765, 1.147, 1.006], [-0.230, 0.778, -0.233], [0.388, -0.227, 1.150], [0.268, 0.732, -0.838], [-0.656, -2.123, -3.807], [0.830, -1.619, -1.206], [0.073, 1.474, -0.084], [0.071, -1.023, -0.621], [0.078, -0.076, -0.217], [-0.480, 0.051, -0.449], [0.370, -0.079, -0.375], [-0.100, -0.106, 0.378], [-0.005, 0.385, -0.234], [0.194, -0.084, 0.168], [-0.343, -0.217, -0.003], [0.212, 0.168, -0.664], [0.009, -0.101, 0.119]],
  "mulliken_charge": [1.280, 0.798, 0.760, 0.701, 0.356, -0.584, -0.654, 0.344, -1.169, -1.206, -1.068, -0.772, -1.111, -1.393, -1.121, -1.157, -1.195, 0.264, 0.439, 0.468, 0.527, 0.534, 0.556, 0.397, 0.393, 0.457, 0.428, 0.395, 0.508, 0.534, -0.381, 0.469, 0.093, 0.425, 0.513, 0.424, 0.341, 0.510, 0.103, 0.471, 0.437, 0.385, 0.320, 0.423, 0.279, 0.438, 0.550, 0.024, -0.722, -0.302, -0.733, 0.031, -0.682, -0.188, -0.182, 0.510, 0.479, 0.479, 0.726, -0.334, -0.381, 0.013, 0.039, 0.429, 0.288]
}